1.
{"formula": "H43O21", "method": "ωB97M-V/def2-TZVPD", "symbols": ["O", "H", "H", "O", "H", "H", "O", "H", "H", "O", "H", "H", "O", "H", "H", "O", "H", "H", "O", "H", "H", "O", "H", "H", "O", "H", "H", "O", "H", "H", "O", "H", "H", "O", "H", "H", "O", "H", "H", "O", "H", "H", "O", "H", "H", "O", "H", "O", "H", "H", "O", "H", "H", "O", "H", "H", "O", "H", "H", "O", "H", "H", "H", "H"], "xyz": [[-0.62487, -2.15073, 0.27138], [2.27547, -3.14651, 3.35566], [-1.32616, 0.09601, -5.01776], [0.26522, 0.51897, 0.01662], [1.07213, -0.01479, -0.23061], [-1.25578, 1.53350, -2.80709], [-0.40354, 2.83806, 0.95430], [-0.12175, 2.18913, 0.27953], [-1.00478, -5.74258, -0.67212], [1.60488, -3.72023, 0.37889], [-1.15985, -4.32165, -0.86320], [1.78514, -2.89860, 2.07576], [1.59223, 4.57340, 1.24380], [-0.63439, 3.02864, -1.25794], [2.35317, 4.33731, 1.78773], [-0.52197, -4.93889, -0.50682], [-1.50822, -0.15758, 2.18248], [-3.08755, -1.44143, 1.22406], [1.77855, 0.03618, 3.29348], [1.34550, 5.46161, 1.51935], [1.74135, 1.05662, 3.11001], [-0.96143, 0.68253, -2.43982], [-1.33075, -2.46346, 0.84016], [1.03578, 2.92349, 2.01388], [-3.41988, -1.96342, -2.11629], [1.49434, 3.87634, -1.01611], [-4.35452, -1.86440, -2.18004], [-1.55703, 2.86553, -1.52132], [-0.46089, -0.05639, 1.32317], [-1.97606, 3.63975, -1.12731], [3.04769, -1.34404, 0.19101], [2.98319, -1.74237, -0.69275], [2.41582, -0.51921, 2.85203], [-1.57198, -2.09956, 3.30549], [-1.00638, -1.43385, 3.68084], [-2.17089, -2.43990, 3.95868], [1.09918, 3.82969, -1.89893], [-2.87057, -2.33841, -2.79883], [1.22319, 4.61960, -2.42033], [-3.16189, -0.61016, 1.69759], [-3.60130, -0.66970, 2.51810], [-1.79217, 0.23136, -2.32174], [-0.39491, 0.38750, -4.93815], [-2.77028, 2.63157, -0.07875], [-0.10615, 0.79078, -0.90352], [2.65748, -1.63340, -2.47529], [3.47906, -1.98971, 0.76787], [1.95561, 0.98765, -3.53209], [1.26985, 1.51313, -3.96830], [2.76002, 1.40606, -3.80972], [-3.51621, 2.05109, 0.16998], [-3.08404, 1.36813, 0.68304], [0.18092, -2.02276, 0.77139], [2.04357, -2.35618, 2.84189], [0.94860, -3.67442, -0.32549], [0.74158, -0.14314, 2.89394], [1.37582, 2.61322, 2.90755], [0.52591, 2.19378, 3.11669], [1.33746, -4.46690, 0.89925], [-0.54389, -0.01606, 2.35852], [-0.18399, 3.66205, 0.49514], [-0.07201, -0.50522, -4.84288], [2.23402, -0.79488, -2.73737], [1.93337, -2.26220, -2.47864]], "atomic_forces_ev_per_a": [[-0.686, 0.263, -1.127], [0.313, 0.728, 0.940], [0.207, 1.132, -0.108], [1.088, -0.148, -2.568], [-0.838, 0.709, 0.475], [0.352, -0.241, 0.198], [0.068, 0.476, -0.834], [-0.078, -0.373, 1.019], [0.143, -1.040, 0.039], [0.980, 0.606, 0.198], [-0.045, 0.874, 0.022], [-0.173, 0.964, -1.047], [0.460, 0.572, -0.495], [-0.168, -0.004, -1.009], [0.019, 0.166, 0.005], [-0.569, -0.120, -0.250], [-0.466, -0.288, 1.566], [-0.416, -0.116, 0.418], [-3.333, 1.987, 0.086], [0.052, 0.084, 0.044], [1.421, -0.498, -0.194], [0.332, -0.026, 0.052], [0.496, -0.149, 0.592], [0.552, -0.171, 0.663], [1.803, 0.618, 1.877], [0.401, 0.713, -0.462], [-0.712, -0.366, -1.148], [0.196, 1.229, 0.360], [1.477, 0.619, 1.183], [-0.236, 0.300, -0.545], [-0.007, 0.338, 0.587], [0.233, 0.180, -0.098], [0.633, -0.530, -0.668], [-0.239, -1.010, -0.624], [0.192, 0.155, 0.447], [-0.119, -0.199, 0.723], [-0.449, -1.085, 0.473], [-1.007, -0.208, -0.701], [0.279, 0.457, 0.319], [1.063, 1.354, -1.930], [-0.861, -0.713, 1.218], [-0.578, -0.541, 0.457], [-1.387, -0.733, -0.930], [-0.721, -0.923, 0.346], [0.034, -1.138, 0.978], [-0.362, 0.120, 0.027], [-0.248, 0.120, -0.323], [-0.519, -0.037, 0.117], [-0.197, -0.436, 0.164], [0.824, 0.213, -0.102], [0.240, 0.664, -0.074], [-0.087, -0.361, 0.215], [0.000, -0.317, 0.493], [0.072, -1.964, -0.067], [-0.073, -0.201, 0.243], [1.297, -0.386, 0.637], [-0.849, -0.967, -0.522], [-0.289, 0.400, 0.684], [-0.388, -0.903, -0.049], [-0.446, 0.405, -2.578], [-0.156, 0.205, 0.713], [1.296, -0.295, 0.203], [0.264, 0.110, -0.136], [-0.087, -0.275, -0.191]], "lowdin_charge": [-0.037, 0.086, 0.060, -0.094, 0.090, 0.056, -0.069, 0.012, 0.058, -0.064, 0.035, 0.011, -0.043, 0.007, 0.072, -0.032, 0.051, 0.061, 0.115, 0.083, 0.097, -0.061, 0.033, 0.035, -0.034, 0.031, 0.033, -0.077, 0.065, 0.074, -0.076, -0.009, 0.082, -0.035, 0.030, 0.054, -0.028, 0.033, 0.062, -0.001, 0.055, 0.048, -0.061, -0.009, 0.075, -0.039, 0.035, -0.044, 0.035, 0.049, -0.059, -0.012, 0.017, -0.047, 0.020, 0.106, -0.065, 0.054, 0.048, -0.109, 0.038, 0.034, 0.019, 0.047], "homo_energy_ev": -12.78, "relative_energy_kcal_mol": 94.53, "e_lumo_ev": -2.45, "multiplicity": 1, "total_charge": 1, "gap_ev": 10.325}

***

2.
{"formula": "C12H15IN2O5", "method": "ωB97M-V/def2-TZVPD", "symbols": ["C", "N", "C", "O", "C", "C", "N", "C", "O", "C", "C", "O", "C", "C", "I", "C", "C", "O", "C", "O", "H", "H", "H", "H", "H", "H", "H", "H", "H", "H", "H", "H", "H", "H", "H"], "xyz": [[3.00199, -1.86042, -1.70233], [2.40482, -0.54201, -1.94027], [2.71972, 0.21077, -3.05700], [3.54692, -0.15659, -3.86785], [2.16152, 1.52482, -3.25436], [1.20555, 2.00909, -2.39136], [0.75897, 1.18409, -1.38266], [-0.31893, 1.68952, -0.54631], [0.32187, 2.13998, 0.64053], [-0.38796, 1.58700, 1.73973], [0.55452, 1.10316, 2.88372], [-0.26227, 0.51517, 3.87847], [0.32106, 0.57823, 5.10146], [-0.36545, 0.00186, 6.14023], [0.35470, -0.06480, 8.25509], [-1.29924, 0.47474, 1.22317], [-1.50139, 0.77898, -0.25049], [-2.81778, 1.35130, -0.37486], [1.39893, -0.04479, -1.12906], [1.13751, -0.75380, -0.19192], [2.37153, -2.64547, -2.08501], [3.19867, -2.01454, -0.66076], [3.96961, -1.97078, -2.21240], [2.62186, 2.09165, -4.03436], [0.74744, 2.99777, -2.48128], [-0.78932, 2.56105, -1.03642], [-0.99020, 2.37762, 2.11576], [1.09417, 2.00255, 3.21042], [1.29424, 0.35566, 2.51819], [1.30062, 0.96505, 5.26036], [-1.31330, -0.46486, 5.87793], [-0.75116, -0.44499, 1.32956], [-2.21120, 0.38761, 1.82772], [-1.46334, -0.14425, -0.82942], [-3.49348, 0.74083, -0.05302]], "atomic_forces_ev_per_a": [[0.618, 0.191, -0.459], [-0.556, 1.943, -1.160], [1.602, -0.127, -1.140], [0.388, -0.875, -0.179], [-2.041, 1.209, 2.148], [1.595, -0.951, -1.813], [-0.147, -0.332, -0.905], [0.081, 1.251, -0.262], [-0.690, -0.963, 0.028], [0.128, -0.792, 0.973], [0.210, 0.435, -2.008], [0.782, 0.809, 0.237], [-2.126, -2.108, 2.936], [1.426, 0.870, -0.568], [-0.700, 0.095, -2.246], [0.794, -0.356, 0.668], [-1.042, -1.724, 1.714], [0.754, 1.148, -1.037], [0.391, -1.079, 0.679], [-1.510, 0.110, 1.500], [-0.441, -0.227, 0.007], [-0.272, 0.089, 0.574], [-0.473, 0.618, -0.108], [-0.095, 0.245, -0.268], [0.183, -0.446, 0.147], [0.611, -0.187, -0.238], [-0.628, 0.777, 0.751], [-0.074, -0.314, 0.416], [-0.473, 0.432, 0.004], [0.581, 0.555, -0.416], [0.093, 0.011, 0.694], [0.154, -0.520, -0.011], [0.136, 0.156, -0.415], [0.195, 0.120, -0.220], [0.545, -0.062, -0.024]], "lowdin_charge": [0.013, 0.039, -0.455, 0.065, 0.026, -0.006, 0.062, -0.219, 0.000, -0.272, -0.129, -0.088, -0.271, -0.495, 0.622, -0.072, -0.264, -0.022, -0.391, 0.105, 0.096, 0.085, 0.100, 0.110, 0.138, 0.168, 0.143, 0.132, 0.145, 0.100, 0.037, 0.108, 0.137, 0.154, 0.099], "homo_energy_ev": -8.67, "e_lumo_ev": 0.24, "multiplicity": 1, "total_charge": 0, "smiles": "Cn1c(=O)ccn([C@@H]2O[C@H](CO/C=C/I)C[C@H]2O)c1=O", "gap_ev": 8.908}

***

3.
{"formula": "C5H3N", "method": "ωB97M-V/def2-TZVPD", "symbols": ["C", "C", "C", "N", "C", "C", "H", "H", "H"], "xyz": [[-0.08034, 0.03540, 0.00894], [0.71781, -1.14133, 0.01515], [2.03834, -0.87948, 0.00528], [3.04161, -0.12963, -0.03282], [2.26510, 0.98793, -0.02043], [0.53426, 1.22279, 0.05648], [-1.18997, -0.04729, 0.07396], [0.44758, -2.28036, -0.17600], [0.12922, 2.06953, -0.28627]], "atomic_forces_ev_per_a": [[-2.020, -1.675, 0.722], [0.131, -2.903, -0.691], [-2.998, 0.283, 0.047], [2.782, 0.827, -0.033], [-4.573, 1.557, 0.265], [6.987, -4.461, -0.200], [0.703, 0.066, -0.414], [0.011, 2.777, 0.760], [-1.023, 3.530, -0.456]], "lowdin_charge": [-0.166, -0.112, -0.120, 0.024, 0.087, 0.001, 0.113, 0.146, 0.028], "homo_energy_ev": [-8.07, -8.25], "relative_energy_kcal_mol": 96.68, "e_lumo_ev": [-0.14, 0.01], "multiplicity": 1, "total_charge": 0, "smiles": "c1cc2nc-2c1", "gap_ev": [7.932, 8.258]}

***

4.
{"formula": "CHF3GaNO5S2", "method": "ωB97M-V/def2-TZVPD", "symbols": ["N", "S", "O", "O", "S", "O", "O", "C", "F", "F", "F", "Ga", "O", "H"], "xyz": [[0.88226, -0.75442, 0.50987], [2.25947, -0.09486, 0.01611], [2.63322, -0.50320, -1.31789], [3.12659, 0.43770, 1.03385], [-0.41765, 0.23001, 0.48820], [1.22822, 1.53762, 0.10360], [-0.90781, 1.35161, 1.37146], [-1.34409, 0.24534, -1.17290], [-0.79945, 1.12917, -1.96904], [-1.26710, -0.95250, -1.70711], [-2.59930, 0.56040, -0.94573], [0.42643, 2.60011, 1.24746], [-1.42689, -0.91151, 1.09508], [-1.19924, -1.79668, 0.76682]], "atomic_forces_ev_per_a": [[-2.211, 1.502, 0.186], [3.629, 0.707, -0.576], [-0.978, 0.998, 2.777], [-0.775, -1.960, -1.453], [0.060, -7.781, 0.422], [-1.633, 1.975, -0.826], [-0.328, 1.113, 1.163], [-1.390, 0.545, -2.857], [0.391, 0.159, 0.322], [0.485, 0.398, 1.060], [0.806, -0.072, 0.694], [0.880, 0.203, -0.445], [0.861, 2.543, -0.470], [0.205, -0.329, 0.002]], "lowdin_charge": [-0.228, 0.797, -0.115, -0.183, 0.968, -0.397, -0.215, -0.656, 0.219, 0.244, 0.242, 1.277, -0.089, 0.136], "homo_energy_ev": -20.31, "e_lumo_ev": -14.85, "multiplicity": 1, "total_charge": 2, "gap_ev": 5.464}

***

5.
{"formula": "C6H10NO", "method": "ωB97M-V/def2-TZVPD", "symbols": ["O", "C", "C", "C", "C", "C", "N", "C", "H", "H", "H", "H", "H", "H", "H", "H", "H", "H"], "xyz": [[-2.68411, -1.33725, 0.15687], [-2.77772, -0.07826, 0.50177], [-1.87673, 0.98814, -0.01141], [-0.96857, 0.38653, -1.09835], [0.49799, 0.39788, -0.62639], [0.78678, -0.51263, 0.41344], [1.89520, -0.83302, 1.00674], [3.16247, -0.50755, 0.41178], [-3.52284, 0.26902, 1.22709], [-1.64942, 0.42140, 0.94353], [-2.05440, 2.07736, 0.04686], [-1.22662, 0.76604, -2.10989], [-1.21216, -0.64992, -1.13150], [1.23480, 0.91386, -1.20440], [-0.17679, -0.96542, 0.79220], [3.53958, -1.36244, -0.14012], [3.14960, 0.32292, -0.33018], [3.88295, -0.29665, 1.15195]], "atomic_forces_ev_per_a": [[-0.461, 4.918, 1.777], [-2.520, -4.090, -3.219], [-0.628, -1.957, -1.208], [0.950, 1.162, 0.477], [-0.780, -0.620, -0.905], [-1.165, 0.429, 0.061], [-0.103, -0.609, -0.058], [-0.760, 0.775, -1.433], [0.064, -0.288, 0.208], [3.029, 1.725, 1.598], [-0.073, -0.991, 0.550], [0.605, 0.272, 0.746], [-0.451, -0.809, -0.114], [0.404, 0.317, -0.028], [1.245, 0.117, 0.128], [-0.065, -0.412, -0.039], [-0.055, -0.253, 0.457], [0.763, 0.315, 1.002]], "lowdin_charge": [-0.073, -0.279, -0.082, -0.177, -0.017, -0.217, -0.007, -0.146, 0.133, 0.106, 0.142, 0.129, 0.079, 0.081, 0.119, 0.082, 0.073, 0.054], "homo_energy_ev": [-8.32, -9.23], "s_squared": 0.78, "relative_energy_kcal_mol": 41.70, "e_lumo_ev": [0.91, -0.74], "multiplicity": 2, "total_charge": 0, "gap_ev": [9.229, 8.495]}

***

6.
{"formula": "C5H9IN3", "method": "ωB97M-V/def2-TZVPD", "symbols": ["C", "C", "N", "C", "C", "N", "N", "C", "I", "H", "H", "H", "H", "H", "H", "H", "H", "H"], "xyz": [[0.34878, -2.86724, 0.32472], [-0.05417, -1.67840, -0.31538], [-0.72619, -0.92047, -0.86907], [-1.28588, 0.27019, -1.07267], [-0.74652, 1.35674, -0.47728], [-1.24886, 2.59191, -0.72228], [0.14055, 1.37461, 0.58815], [1.19714, 0.46699, 0.97888], [2.83958, 0.16720, -0.54229], [1.44014, -3.09027, 0.28199], [-0.03235, -3.74008, -0.26292], [0.08656, -2.88960, 1.41342], [-2.02820, 0.25223, -1.85661], [-1.79654, 2.72347, -1.59581], [-1.07399, 3.28925, 0.00322], [0.32986, 2.28910, 0.88331], [0.90495, -0.57824, 1.42193], [1.70512, 0.98264, 1.81871]], "atomic_forces_ev_per_a": [[1.726, -2.191, 1.035], [-1.156, -0.443, -1.416], [1.288, -0.757, 1.624], [-0.466, -0.167, -1.832], [-0.272, 1.332, 1.553], [-0.093, -0.267, -0.797], [0.073, -2.124, -0.680], [0.315, -0.760, 1.058], [-0.989, 0.093, 0.759], [-0.493, 0.738, -0.052], [-0.358, 0.744, 0.638], [-0.231, -0.101, -1.011], [-0.023, 0.588, 0.118], [0.574, 0.341, 1.525], [-0.548, 0.053, -1.091], [0.464, 1.245, 0.370], [0.345, 2.132, -1.154], [-0.156, -0.455, -0.646]], "lowdin_charge": [-0.023, -0.100, 0.173, -0.064, -0.352, 0.156, -0.007, -0.540, 0.718, 0.109, 0.137, 0.127, 0.134, 0.151, 0.130, 0.110, 0.076, 0.065], "homo_energy_ev": -12.49, "relative_energy_kcal_mol": 45.06, "e_lumo_ev": -3.73, "multiplicity": 1, "total_charge": 1, "smiles": "CC#[N+]/C=C(/N)NCI", "gap_ev": 8.767}